1.
{"formula": "C9H11BrN", "method": "wB97M-V/def2-TZVPD", "species": ["C", "C", "C", "C", "C", "C", "C", "C", "C", "N", "Br", "H", "H", "H", "H", "H", "H", "H", "H", "H", "H", "H"], "xyz": [[2.7240, 0.0042, 1.0587], [2.6059, 1.0736, 0.2222], [1.7265, -0.9851, 1.1101], [1.3211, 1.3138, -0.3715], [0.5118, -0.8589, 0.4517], [0.3462, 0.3564, -0.2459], [-0.7146, -1.7008, 0.2525], [-1.4516, -1.1011, -0.9623], [-0.9790, 0.3434, -0.8235], [-2.1510, 1.0574, 0.0558], [-1.3188, 1.3120, -2.5466], [3.6305, -0.0093, 1.5824], [3.2922, 1.7979, 0.1145], [1.8299, -1.8295, 1.7893], [1.2708, 2.2488, -0.9025], [-0.4542, -2.7345, 0.1150], [-1.3282, -1.5171, 1.1020], [-1.0717, -1.4975, -1.8070], [-2.5048, -0.8980, -0.9165], [-2.2086, 0.6290, 1.0127], [-3.1766, 0.9452, -0.2869], [-1.8996, 2.0503, -0.0042]], "atomic_forces_ev_per_a": [[-0.8276, -0.4430, -0.9401], [-4.9827, -1.2294, -0.3453], [-0.5095, -0.8404, 1.1720], [2.3298, -0.0602, 0.5596], [1.2667, 1.7160, -0.9654], [0.0941, 0.3502, 0.2355], [0.1065, -0.2189, 0.0127], [0.5241, 2.7055, 3.4627], [-2.5654, 0.6890, -2.3318], [-0.9233, -0.7843, 0.2349], [0.5170, -0.2557, 0.6879], [1.0244, -0.8332, 0.9957], [2.6039, 2.2195, -0.2520], [0.3512, 0.0156, -0.2335], [-0.6977, 0.0186, -0.3626], [-0.2849, -0.5232, 0.2521], [-0.6393, -0.6650, 1.0759], [0.7087, -1.3108, -3.0595], [-0.7207, -1.6926, -0.2816], [0.6256, 1.0098, -0.6345], [2.3352, 0.2557, -0.0659], [-0.3361, -0.1232, 0.7832]], "lowdin_charge": [-0.03, -0.02, 0.01, 0.01, -0.14, -0.24, -0.08, -0.14, -0.67, 0.15, 0.80, 0.11, 0.08, 0.13, 0.11, 0.13, 0.11, 0.09, 0.11, 0.18, 0.19, 0.13], "smiles": "[NH3+][C@]1(Br)CCc2ccccc21", "de_lowest_kj_mol": 0.00, "charge": 1}


2.
{"formula": "C42H34N7O3OsPS", "method": "wB97M-V/def2-TZVPD", "species": ["Os", "C", "C", "N", "C", "C", "N", "C", "C", "C", "C", "C", "N", "C", "C", "N", "C", "C", "N", "C", "C", "C", "N", "C", "C", "H", "H", "H", "H", "H", "H", "H", "H", "H", "H", "H", "H", "O", "S", "O", "O", "C", "C", "C", "C", "C", "C", "P", "C", "C", "C", "C", "C", "C", "C", "C", "C", "C", "C", "C", "H", "H", "H", "H", "H", "H", "H", "H", "H", "H", "H", "H", "H", "H", "C", "C", "C", "C", "C", "C", "N", "H", "H", "H", "H", "H", "H", "H", "H"], "xyz": [[-0.4231, -0.0464, -0.2194], [-1.5106, 3.4816, -4.2979], [-1.9017, 2.2420, -3.8093], [-1.0375, 1.4099, -3.2384], [0.2314, 1.8101, -3.1726], [0.6031, 3.0859, -3.6026], [-0.2653, 3.9176, -4.1549], [1.2379, 0.7884, -2.7889], [2.4344, 0.7565, -3.4811], [3.3582, -0.2738, -3.3129], [2.9735, -1.2977, -2.4504], [1.7867, -1.2091, -1.7601], [0.9349, -0.1622, -1.8751], [1.3941, -2.2244, -0.7802], [1.9834, -3.4815, -0.6824], [1.6869, -4.3368, 0.2776], [0.7878, -3.9429, 1.1689], [0.1374, -2.7264, 1.0724], [0.4191, -1.8687, 0.0792], [4.6537, -0.2954, -4.0273], [4.9052, 0.5515, -5.1035], [6.1377, 0.4896, -5.7359], [7.1104, -0.3357, -5.3672], [6.8743, -1.1392, -4.3367], [5.6745, -1.1604, -3.6420], [-2.2125, 4.1329, -4.8028], [-2.9306, 1.9105, -3.8924], [1.6053, 3.4687, -3.4512], [2.6242, 1.5367, -4.1997], [3.6193, -2.1426, -2.2786], [2.7058, -3.8055, -1.4187], [0.5511, -4.6158, 1.9826], [-0.6275, -2.4734, 1.7821], [4.1686, 1.2443, -5.4828], [6.3484, 1.1352, -6.5795], [7.6824, -1.7992, -4.0462], [5.5796, -1.8317, -2.8010], [3.1179, 1.7684, 1.6582], [2.3577, 0.6060, 1.3513], [2.9902, -0.4732, 0.6376], [1.0686, 1.0337, 0.6290], [1.7351, -0.0641, 2.8700], [2.7456, -0.3831, 3.7696], [2.4401, -0.8979, 5.0159], [1.1130, -1.0820, 5.3658], [0.1052, -0.7569, 4.4725], [0.3862, -0.2415, 3.2036], [-1.0591, 0.2242, 2.1589], [-1.3815, 1.9463, 2.5990], [-0.2937, 2.7966, 2.8120], [-0.5096, 4.1331, 3.1094], [-1.8029, 4.6256, 3.1996], [-2.8877, 3.7844, 2.9850], [-2.6821, 2.4502, 2.6778], [-2.5073, -0.7079, 2.7426], [-3.0375, -1.7846, 2.0392], [-4.1533, -2.4621, 2.5072], [-4.7629, -2.0647, 3.6862], [-4.2565, -0.9805, 4.3916], [-3.1446, -0.3024, 3.9237], [3.7760, -0.2115, 3.4863], [3.2330, -1.1441, 5.7083], [0.8524, -1.4766, 6.3383], [-0.9129, -0.9271, 4.7806], [0.7211, 2.4273, 2.7561], [0.3357, 4.7853, 3.2793], [-1.9684, 5.6658, 3.4448], [-3.8958, 4.1670, 3.0651], [-3.5347, 1.8037, 2.5136], [-2.5894, -2.1162, 1.1170], [-4.5464, -3.2974, 1.9431], [-5.6334, -2.5911, 4.0531], [-4.7329, -0.6546, 5.3060], [-2.7912, 0.5606, 4.4721], [-2.5412, 1.9114, -0.7536], [-3.0137, 0.5187, -1.0111], [-4.1983, 0.0263, -1.3878], [-4.0053, -1.3976, -1.6742], [-2.7282, -1.7362, -1.4134], [-2.0175, -3.0218, -1.6631], [-2.0653, -0.5716, -0.9306], [-3.2353, 2.4517, -0.1130], [-2.4177, 2.4754, -1.6761], [-1.5675, 1.9689, -0.2270], [-5.1150, 0.5793, -1.5123], [-4.7610, -2.0617, -2.0633], [-2.7453, -3.7954, -1.8987], [-1.4448, -3.3659, -0.8024], [-1.3386, -2.9326, -2.5140]], "atomic_forces_ev_per_a": [[-0.6880, -0.0710, 0.3185], [0.0089, -0.0289, -0.0261], [0.0681, -0.0596, -0.2274], [0.2066, -0.1652, -0.2221], [-0.1592, 0.0512, -0.0609], [0.0334, 0.0776, 0.2683], [-0.0122, 0.0208, -0.0352], [0.0097, 0.0109, 0.0756], [-0.0508, -0.0080, -0.0635], [-0.0090, -0.0219, 0.0254], [-0.0468, 0.0080, -0.0105], [-0.0875, 0.0195, -0.0070], [0.0353, 0.0788, 0.0639], [-0.0741, 0.1688, 0.0889], [-0.0228, 0.0193, -0.0360], [0.0235, -0.0257, 0.0027], [-0.0416, 0.0483, 0.0175], [0.0300, 0.0047, -0.1245], [0.2008, -0.1872, -0.0244], [-0.0219, 0.0206, 0.0119], [-0.0139, -0.0220, -0.0327], [-0.0007, 0.0087, -0.0063], [0.0004, -0.0002, 0.0001], [0.0036, -0.0079, 0.0089], [0.0235, 0.0167, 0.0237], [-0.0142, 0.0193, 0.0154], [-0.0001, -0.0181, 0.0294], [0.0789, -0.0753, -0.0515], [-0.0110, 0.0689, -0.0033], [0.0045, -0.0227, -0.0327], [0.0348, 0.0124, -0.0013], [-0.0003, -0.0144, 0.0067], [-0.0777, 0.1577, 0.0852], [-0.0307, -0.0022, -0.0066], [0.0012, 0.0080, -0.0098], [0.0074, -0.0083, 0.0037], [-0.0153, 0.0035, 0.0298], [0.0038, 0.0770, 0.0015], [-0.0104, -0.1584, 0.0101], [-0.0436, 0.0376, 0.0058], [0.0864, 0.0823, -0.0695], [0.0229, 0.0657, 0.0043], [-0.0124, -0.0248, -0.0381], [-0.0095, 0.0018, 0.0241], [0.0083, 0.0015, 0.0018], [0.0056, -0.0949, -0.0572], [-0.1004, -0.1581, -0.0245], [0.2569, 0.1604, -0.0728], [0.1586, 0.0673, -0.2019], [-0.0362, 0.0090, 0.0449], [0.0109, -0.0275, -0.0012], [-0.0237, 0.0014, 0.0026], [0.0106, 0.0122, -0.0014], [-0.0153, 0.0010, -0.1420], [-0.0230, 0.1977, 0.0292], [0.0315, -0.0802, -0.0198], [-0.0114, -0.0138, -0.0043], [0.0137, 0.0079, -0.0010], [0.0112, -0.0062, -0.0116], [0.0423, 0.0001, 0.0304], [0.0158, -0.0043, -0.0055], [0.0028, 0.0021, 0.0113], [0.0013, -0.0041, 0.0014], [-0.1297, 0.0079, -0.0158], [-0.0239, 0.0665, 0.0340], [0.0146, 0.0035, 0.0044], [-0.0035, 0.0130, 0.0005], [-0.0162, 0.0059, -0.0039], [-0.0028, 0.0250, -0.0302], [0.0202, 0.0143, -0.1723], [-0.0048, -0.0017, 0.0066], [-0.0071, -0.0027, -0.0024], [-0.0039, 0.0003, 0.0073], [0.0764, -0.0519, 0.0359], [-0.0976, 0.0085, 0.1647], [-0.1371, -0.0230, 0.0368], [0.2151, 0.0390, -0.0733], [0.0985, -0.0336, 0.1237], [-0.0482, 0.0276, 0.0372], [-0.0018, -0.0008, 0.0733], [0.1686, -0.2214, -0.2969], [0.0504, -0.0029, 0.1508], [-0.0707, -0.0718, 0.2992], [0.1823, -0.0329, 0.0622], [-0.0200, 0.0087, -0.0145], [-0.0089, -0.0232, 0.0036], [-0.0075, 0.0148, -0.0447], [-0.0661, -0.0183, -0.0139], [0.0339, 0.0117, 0.0176]], "lowdin_charge": [1.45, -0.08, -0.12, 0.12, -0.21, -0.05, 0.12, -0.16, 0.08, -0.07, 0.08, -0.20, 0.02, -0.18, -0.02, 0.15, -0.05, -0.08, -0.04, -0.16, 0.00, -0.11, 0.09, -0.11, 0.00, 0.12, 0.12, 0.13, 0.12, 0.12, 0.14, 0.13, 0.09, 0.11, 0.12, 0.12, 0.11, -0.22, 0.52, -0.26, -0.54, -0.27, -0.03, -0.02, -0.03, -0.06, -0.30, 1.05, -0.35, -0.06, -0.04, -0.04, -0.05, -0.11, -0.35, -0.10, -0.04, -0.04, -0.04, -0.11, 0.13, 0.13, 0.12, 0.10, 0.09, 0.12, 0.12, 0.12, 0.11, 0.07, 0.12, 0.12, 0.12, 0.12, -0.02, -0.33, 0.03, 0.04, -0.32, -0.01, -0.13, 0.10, 0.06, 0.05, 0.13, 0.13, 0.10, 0.06, 0.09], "de_lowest_kj_mol": 42.41, "charge": 2}


3.
{"formula": "C6H9ClO", "method": "wB97M-V/def2-TZVPD", "species": ["C", "C", "C", "C", "C", "C", "H", "H", "H", "H", "H", "H", "H", "H", "H", "O", "Cl"], "xyz": [[-1.9544, 1.3021, 0.1028], [-1.1872, 0.0660, -0.1976], [0.1071, -0.1626, -0.8892], [1.6577, -0.0208, -1.1314], [1.0729, -0.9688, 0.9840], [-0.0146, 0.0009, 0.5248], [-2.0225, 1.0416, 1.4699], [-3.1473, 1.5973, -0.2648], [-1.2688, 1.9787, 0.1766], [0.2411, -1.2837, -1.1341], [1.7488, -0.6769, -2.2049], [2.2902, 1.0588, -1.2165], [0.5868, -2.0560, 1.1659], [1.4163, -0.8734, 2.0370], [0.3995, 1.0194, 0.7865], [2.1992, -0.6064, 0.0983], [-2.1247, -1.4162, -0.3071]], "atomic_forces_ev_per_a": [[-7.0991, -3.8477, 4.0503], [-3.4904, -0.5983, -1.5329], [3.3953, -2.0812, -3.6860], [1.1547, 1.9377, -2.7482], [-1.4491, -1.5878, 2.2646], [5.4565, 0.2846, 4.8146], [-0.6366, 1.0872, -4.0260], [4.1084, -1.1018, 0.6562], [3.3559, 5.0445, -0.2492], [-1.5348, 1.4044, 0.5423], [0.7495, 1.7210, 3.1718], [-2.1262, -2.8043, -0.0047], [1.4349, 1.6853, -1.9061], [0.2107, 0.8291, -0.7830], [-0.8100, -0.7529, -0.1425], [-1.8655, -0.9880, -0.4911], [-0.8543, -0.2320, 0.0699]], "lowdin_charge": [-0.06, -0.84, -0.24, -0.16, -0.15, -0.35, 0.20, 0.17, -0.02, 0.12, 0.16, 0.16, 0.16, 0.12, 0.18, -0.15, 0.71], "de_lowest_kj_mol": 742.10}